Entry from the OMol25 dataset: a 12-piece molecular cluster, C45H78O27S3 overall (the ωB97M-V functional and the def2-TZVPD basis).

HOMO level in eV: -9.61
SMILES string: CCOS(C)(=O)=O.CCOS(C)(=O)=O.CCOS(C)(=O)=O.O=C1CCCO1.O=C1CCCO1.O=C1CCCO1.O=C1CCCO1.O=C1CCCO1.O=C1CCCO1.O=C1CCCO1.O=C1CCCO1.O=C1CCCO1
M in Da: 1147.29

Last columns: bonded neighbours and bond lengths (Å).
Geometry (Å):
1 C -1.846 4.168 4.756  C2 1.503, H8 1.050, H9 1.094, H10 1.122
2 C -2.059 2.828 4.108  C1 1.503, O3 1.426, H11 1.092, H12 1.058
3 O -3.386 2.852 3.586  C2 1.426, S4 1.531
4 S -3.743 1.865 2.473  O3 1.531, C5 1.727, O6 1.434, O7 1.420
5 C -5.458 1.954 2.294  S4 1.727, H13 1.102, H14 1.055, H15 1.124
6 O -3.272 2.340 1.204  S4 1.434
7 O -3.332 0.537 2.766  S4 1.420
8 H -2.402 4.274 5.639  C1 1.050
9 H -1.917 5.018 4.072  C1 1.094
10 H -0.762 4.230 5.041  C1 1.122
11 H -1.301 2.699 3.332  C2 1.092
12 H -2.000 2.070 4.843  C2 1.058
13 H -5.635 1.671 1.243  C5 1.102
14 H -5.719 2.975 2.331  C5 1.055
15 H -6.072 1.383 3.042  C5 1.124
16 C 0.553 -0.372 -8.424  C17 1.474, H23 1.046, H24 1.105, H25 1.102
17 C -0.095 -1.039 -7.280  C16 1.474, O18 1.452, H26 1.045, H27 1.092
18 O 0.071 -0.165 -6.132  C17 1.452, S19 1.610
19 S -1.168 0.211 -5.176  O18 1.610, C20 1.761, O21 1.425, O22 1.400
20 C -2.072 1.467 -6.017  S19 1.761, H28 1.106, H29 1.113, H30 1.058
21 O -1.991 -0.944 -5.040  S19 1.425
22 O -0.567 0.849 -4.084  S19 1.400
23 H 0.298 0.643 -8.429  C16 1.046
24 H 0.304 -0.821 -9.403  C16 1.105
25 H 1.650 -0.381 -8.320  C16 1.102
26 H -1.096 -1.298 -7.435  C17 1.045
27 H 0.520 -1.916 -7.068  C17 1.092
28 H -1.433 2.358 -5.879  C20 1.106
29 H -2.989 1.510 -5.387  C20 1.113
30 H -2.272 1.315 -7.044  C20 1.058
31 C 3.201 -3.862 0.368  C32 1.469, H38 1.088, H39 1.110, H40 1.078
32 C 3.397 -3.110 1.615  C31 1.469, O33 1.487, H41 1.071, H42 1.145
33 O 2.616 -3.727 2.719  C32 1.487, S34 1.595
34 S 2.543 -3.022 4.148  O33 1.595, C35 1.785, O36 1.461, O37 1.417
35 C 4.236 -3.057 4.711  S34 1.785, H43 1.097, H44 1.125, H45 1.101
36 O 2.078 -1.638 4.081  S34 1.461
37 O 1.824 -3.944 4.948  S34 1.417
38 H 2.145 -4.030 0.173  C31 1.088
39 H 3.574 -4.883 0.592  C31 1.110
40 H 3.748 -3.419 -0.449  C31 1.078
41 H 4.406 -3.123 1.975  C32 1.071
42 H 3.052 -2.024 1.505  C32 1.145
43 H 4.446 -4.034 5.163  C35 1.097
44 H 4.445 -2.222 5.434  C35 1.125
45 H 5.077 -2.955 4.008  C35 1.101
46 O 2.653 -3.559 -3.356  C47 1.172
47 C 1.522 -3.564 -3.659  O46 1.172, C48 1.492, O51 1.306
48 C 1.010 -3.419 -5.053  C47 1.492, C49 1.524, H52 1.095, H53 1.116
49 C -0.350 -4.108 -5.020  C48 1.524, C50 1.498, H54 1.082, H55 1.107
50 C -0.700 -3.969 -3.570  C49 1.498, O51 1.416, H56 1.139, H57 1.067
51 O 0.509 -3.767 -2.860  C47 1.306, C50 1.416
52 H 0.989 -2.354 -5.309  C48 1.095
53 H 1.749 -3.991 -5.662  C48 1.116
54 H -1.119 -3.667 -5.639  C49 1.082
55 H -0.240 -5.174 -5.298  C49 1.107
56 H -1.297 -3.004 -3.479  C50 1.139
57 H -1.297 -4.708 -3.084  C50 1.067
58 O 6.176 -1.335 2.196  C59 1.199
59 C 6.034 -0.866 1.102  O58 1.199, C60 1.513, O63 1.371
60 C 6.311 0.548 0.644  C59 1.513, C61 1.483, H64 1.082, H65 1.059
61 C 6.570 0.325 -0.799  C60 1.483, C62 1.503, H66 1.082, H67 1.057
62 C 5.532 -0.718 -1.102  C61 1.503, O63 1.436, H68 1.085, H69 1.105
63 O 5.569 -1.593 0.037  C59 1.371, C62 1.436
64 H 5.506 1.245 0.838  C60 1.082
65 H 7.107 0.952 1.215  C60 1.059
66 H 6.458 1.202 -1.423  C61 1.082
67 H 7.541 -0.062 -0.957  C61 1.057
68 H 4.520 -0.326 -1.092  C62 1.085
69 H 5.763 -1.257 -2.039  C62 1.105
70 O -1.607 -5.596 -0.346  C71 1.204
71 C -1.210 -5.923 0.743  O70 1.204, C72 1.508, O75 1.368
72 C -0.759 -7.255 1.286  C71 1.508, C73 1.516, H76 1.055, H77 1.089
73 C 0.047 -6.876 2.513  C72 1.516, C74 1.552, H78 1.088, H79 1.088
74 C -0.653 -5.576 2.991  C73 1.552, O75 1.448, H80 1.055, H81 1.096
75 O -1.076 -4.992 1.736  C71 1.368, C74 1.448
76 H -1.563 -7.903 1.499  C72 1.055
77 H -0.167 -7.818 0.565  C72 1.089
78 H 0.083 -7.637 3.288  C73 1.088
79 H 1.070 -6.656 2.214  C73 1.088
80 H -1.559 -5.785 3.490  C74 1.055
81 H -0.086 -4.803 3.522  C74 1.096
82 O 1.801 4.797 2.745  C83 1.204
83 C 2.169 3.703 3.088  O82 1.204, C84 1.533, O87 1.362
84 C 3.209 2.815 2.396  C83 1.533, C85 1.547, H88 1.132, H89 1.142
85 C 2.808 1.408 2.897  C84 1.547, C86 1.541, H90 1.101, H91 1.116
86 C 2.137 1.716 4.250  C85 1.541, O87 1.450, H92 1.106, H93 1.094
87 O 1.563 3.041 4.114  C83 1.362, C86 1.450
88 H 3.026 2.823 1.279  C84 1.132
89 H 4.229 3.272 2.631  C84 1.142
90 H 2.083 0.951 2.207  C85 1.101
91 H 3.627 0.651 2.866  C85 1.116
92 H 1.335 1.025 4.570  C86 1.106
93 H 2.919 1.769 5.013  C86 1.094
94 O -0.153 -0.123 1.785  C95 1.199
95 C -0.571 -0.643 2.781  O94 1.199, C96 1.537, O99 1.362
96 C -1.421 -1.922 2.843  C95 1.537, C97 1.549, H100 1.094, H101 1.100
97 C -1.266 -2.321 4.332  C96 1.549, C98 1.558, H102 1.090, H103 1.054
98 C -0.919 -0.945 4.975  C97 1.558, O99 1.433, H104 1.103, H105 1.063
99 O -0.259 -0.127 4.002  C95 1.362, C98 1.433
100 H -2.479 -1.699 2.678  C96 1.094
101 H -1.124 -2.634 2.059  C96 1.100
102 H -2.133 -2.826 4.760  C97 1.090
103 H -0.432 -2.947 4.481  C97 1.054
104 H -1.840 -0.459 5.338  C98 1.103
105 H -0.250 -1.150 5.775  C98 1.063
106 O 1.625 2.483 -0.272  C107 1.167
107 C 1.232 1.473 -0.706  O106 1.167, C108 1.498, O111 1.377
108 C -0.181 1.112 -1.047  C107 1.498, C109 1.572, H112 1.078, H113 1.092
109 C -0.034 -0.434 -1.284  C108 1.572, C110 1.504, H114 1.103, H115 1.119
110 C 1.375 -0.820 -0.929  C109 1.504, O111 1.399, H116 1.083, H117 1.075
111 O 2.070 0.393 -0.875  C107 1.377, C110 1.399
112 H -0.767 1.432 -0.201  C108 1.078
113 H -0.496 1.641 -1.949  C108 1.092
114 H -0.746 -0.963 -0.629  C109 1.103
115 H -0.285 -0.754 -2.327  C109 1.119
116 H 1.433 -1.428 -0.035  C110 1.083
117 H 1.770 -1.461 -1.697  C110 1.075
118 O -5.898 5.312 1.656  C119 1.184
119 C -5.246 4.977 0.727  O118 1.184, C120 1.521, O123 1.317
120 C -3.811 5.429 0.504  C119 1.521, C121 1.496, H124 1.061, H125 1.118
121 C -3.690 5.262 -0.978  C120 1.496, C122 1.507, H126 1.087, H127 1.108
122 C -4.620 4.112 -1.270  C121 1.507, O123 1.473, H128 1.064, H129 1.144
123 O -5.708 4.279 -0.290  C119 1.317, C122 1.473
124 H -3.728 6.457 0.754  C120 1.061
125 H -3.313 4.736 1.226  C120 1.118
126 H -4.120 6.159 -1.417  C121 1.087
127 H -2.649 5.145 -1.340  C121 1.108
128 H -5.092 4.063 -2.223  C122 1.064
129 H -4.214 3.054 -1.117  C122 1.144
130 O 3.154 7.238 -2.309  C131 1.186
131 C 2.236 6.599 -1.917  O130 1.186, C132 1.454, O135 1.369
132 C 2.154 5.477 -0.995  C131 1.454, C133 1.491, H136 1.085, H137 1.076
133 C 0.882 5.705 -0.252  C132 1.491, C134 1.539, H138 1.068, H139 1.097
134 C 0.007 6.286 -1.378  C133 1.539, O135 1.412, H140 1.119, H141 1.076
135 O 0.943 6.950 -2.200  C131 1.369, C134 1.412
136 H 2.099 4.576 -1.598  C132 1.085
137 H 2.939 5.419 -0.261  C132 1.076
138 H 0.455 4.897 0.301  C133 1.068
139 H 0.908 6.366 0.622  C133 1.097
140 H -0.442 5.410 -1.909  C134 1.119
141 H -0.683 7.027 -1.013  C134 1.076
142 O -3.986 0.647 -3.313  C143 1.195
143 C -4.078 -0.051 -2.346  O142 1.195, C144 1.550, O147 1.350
144 C -3.764 -1.568 -2.276  C143 1.550, C145 1.513, H148 1.089, H149 1.134
145 C -3.726 -1.852 -0.790  C144 1.513, C146 1.504, H150 1.071, H151 1.114
146 C -4.497 -0.694 -0.218  C145 1.504, O147 1.426, H152 1.133, H153 1.098
147 O -4.477 0.396 -1.137  C143 1.350, C146 1.426
148 H -4.424 -2.175 -2.893  C144 1.089
149 H -2.727 -1.681 -2.721  C144 1.134
150 H -4.160 -2.819 -0.642  C145 1.071
151 H -2.704 -1.863 -0.347  C145 1.114
152 H -5.568 -1.022 -0.046  C146 1.133
153 H -4.142 -0.346 0.761  C146 1.098

Atomic partial charges in e from the Löwdin method, atoms 1 to 4:
1 C -0.046
2 C -0.240
3 O -0.217
4 S 0.524